No. 1
The following is a DFT calculation (wB97M-V/def2-TZVPD) of a cluster of 3 separate species, H6O3 in total.

E = -6239.7221 eV
Relative energy (zero: lowest compared OMol25 entry of this formula, charge and spin) = 51.24 kJ/mol
Net charge = 0
Structure (SMILES) = O.O.O
HOMO energy = -10.6 eV

Structure (XYZ):
```
9
H6O3 wB97M-V/def2-TZVPD
O 0.71333 -0.55344 2.24267
H -0.00367 -0.57844 2.91867
H 0.32733 0.05256 1.55367
O -0.32067 0.89156 0.20667
H 0.18133 0.77256 -0.63033
H -1.10267 1.29456 -0.19833
O 0.37833 -0.41044 -2.19033
H 0.38133 -1.22544 -1.70833
H -0.55467 -0.24344 -2.19433
```

No. 2
The following is a DFT calculation (wB97M-V/def2-TZVPD) of a structure of composition H6O3.

E = -6232.4388 eV
Relative energy (zero: lowest compared OMol25 entry of this formula, charge and spin) = 753.98 kJ/mol
Net charge = 0
HOMO energy = -7.9 eV

Structure (XYZ):
```
9
H6O3 wB97M-V/def2-TZVPD
O 1.18580 1.30270 0.56549
H 0.57135 0.58285 0.42232
H 0.83949 1.76571 1.32832
O -0.19879 0.02240 0.68684
H -0.29108 -0.40294 -0.16569
H -0.37579 -0.67171 1.32175
O -0.45945 -0.73751 -1.03685
H -0.70925 -1.62928 -1.27889
H -0.56227 -0.23223 -1.84330
```

No. 3
The following is a DFT calculation (wB97M-V/def2-TZVPD) of a cluster of 3 separate species, H6O3 in total.

E = -6239.6997 eV
Relative energy (zero: lowest compared OMol25 entry of this formula, charge and spin) = 53.40 kJ/mol
Net charge = 0
Structure (SMILES) = O.O.O
HOMO energy = -11.3 eV

Structure (XYZ):
```
9
H6O3 wB97M-V/def2-TZVPD
O 0.00734 3.36975 0.11439
H 0.66818 3.01739 -0.47985
H -0.33556 2.67929 0.68159
O 1.18752 -0.91809 0.87984
H 1.05137 -1.41862 0.07096
H 0.82811 -1.41338 1.61779
O -0.81611 -1.59497 -1.14016
H -1.11016 -2.51339 -1.18670
H -1.48069 -1.20800 -0.55787
```

No. 4
The following is a DFT calculation (wB97M-V/def2-TZVPD) of a cluster of 3 separate species, H6O3 in total.

E = -6239.4573 eV
Relative energy (zero: lowest compared OMol25 entry of this formula, charge and spin) = 76.79 kJ/mol
Net charge = 0
Structure (SMILES) = O.O.O
HOMO energy = -10.7 eV

Structure (XYZ):
```
9
H6O3 wB97M-V/def2-TZVPD
O 1.35620 1.56229 1.64148
H 1.17163 1.43006 0.74907
H 0.88718 2.30216 1.79424
O 0.59658 0.67732 -0.75608
H 0.08392 -0.10247 -0.62484
H 1.25664 0.56353 -1.47285
O -1.66672 -1.80763 -0.30548
H -1.33914 -2.69867 -0.15749
H -2.34630 -1.92659 -0.86805
```